Entry 1:
# C26H39BrGaIN3O4Si

A structure of composition C26H39BrGaIN3O4Si (ωB97M-V with the def2-TZVPD basis set, the Open Molecules 2025 dataset).

- multiplicity = 1
- E_LUMO (Ha) = -0.12796
- E_HOMO (eV) = -11.4
- ΔE to the lowest compared entry with this formula, charge and spin (kJ/mol) = 37.6
- charge = +1

The geometry in XYZ format:
```
76
Properties=species:S:1:pos:R:3:forces:R:3:lowdin_charge:R:1
Ga -1.9959 -0.3267 0.5884 0.386 0.164 0.044 0.11
C -6.0236 -2.0723 -0.9269 0.307 -0.227 1.221 0.00
C -5.9983 -0.7496 -0.2649 1.363 0.934 0.762 -0.23
N -7.1198 -0.1378 0.0576 0.315 -0.778 -0.612 0.15
C -7.1010 1.1436 0.4414 -1.392 -0.166 -0.221 -0.09
C -6.0031 1.8961 0.5606 1.242 1.178 -0.048 -0.16
C -6.1030 3.3892 0.7373 0.589 0.074 0.590 -0.19
O -5.4237 4.0863 -0.2967 -0.045 0.154 0.097 -0.05
C -4.7524 1.2791 0.3716 0.178 -1.544 -0.086 -0.06
C -3.5475 2.0349 0.4873 0.458 -0.213 -0.242 -0.02
N -2.3363 1.5744 0.4569 1.071 0.456 -0.101 0.01
C -1.2633 2.5665 0.3596 -0.094 -0.567 0.569 -0.34
C -0.4625 2.7940 1.4957 -0.967 0.037 0.302 -0.03
C 0.3792 3.8876 1.4989 0.097 -0.219 0.306 -0.08
C 0.4609 4.7203 0.4073 0.977 0.716 -0.354 -0.07
C -0.1917 4.3806 -0.7472 -0.539 -0.370 -2.072 -0.13
C -1.0293 3.2708 -0.8365 -0.396 -0.426 1.403 -0.64
I -1.9494 2.6179 -2.6042 0.198 0.310 0.205 0.97
C -4.7375 -0.0948 -0.0100 0.959 0.497 0.218 -0.15
O -3.5738 -0.7783 -0.1385 -2.263 0.099 -0.499 -0.05
H -7.0125 -2.3970 -0.7755 -1.237 -0.846 -0.163 0.07
H -5.3179 -2.8394 -0.6028 0.035 0.376 0.437 0.10
H -5.8279 -1.9413 -1.9480 0.120 0.223 -1.687 0.08
H -8.0600 1.6298 0.5462 -0.271 -0.179 0.203 0.12
H -5.6091 3.7456 1.6498 -0.100 -0.274 -0.018 0.13
H -7.1425 3.6652 0.8401 -0.381 0.196 -0.172 0.12
H -5.9104 3.9977 -1.1146 -0.200 -0.041 -0.339 0.10
H -3.5936 3.0992 0.5456 -0.433 0.701 -0.025 0.14
H -0.5845 2.2606 2.4689 -0.120 0.108 -1.172 0.14
H 0.9518 4.0590 2.3853 0.282 0.306 0.345 0.11
H 1.1190 5.6008 0.3664 -0.370 -0.484 0.319 0.13
H -0.0584 4.9141 -1.6939 0.148 0.181 0.569 0.11
O -1.7517 -0.5647 2.5134 -0.052 0.274 0.732 -0.08
N -1.8782 -1.8370 2.5174 0.176 0.643 0.372 -0.08
O -1.9567 -2.2354 1.3677 -0.022 -1.311 -0.626 -0.06
C 1.8769 -4.0152 0.3743 -0.513 -0.100 -0.951 -0.09
C 2.4214 -2.7359 0.9984 0.061 0.627 -0.130 -0.63
C 1.4908 -2.4629 2.1569 0.198 0.320 2.115 -0.11
C 3.8934 -2.8704 1.5145 -0.414 0.861 -0.556 -0.06
Si 2.5548 -1.2850 -0.2301 -0.194 0.683 -0.513 0.82
Br 0.1404 -0.4242 -0.5466 0.296 -0.152 -0.261 0.69
C 2.8904 -1.7337 -2.0909 1.492 0.071 0.878 -0.63
C 2.9948 -0.5330 -3.0379 0.031 0.367 -0.782 -0.10
C 4.2489 -2.5008 -1.9511 -0.177 0.022 1.139 -0.08
C 1.9245 -2.6854 -2.7218 -0.157 -0.998 -1.027 -0.12
C 3.3919 0.4077 0.3482 -1.175 -0.515 -1.134 -0.63
C 3.1249 0.7209 1.7939 -0.460 0.493 -0.212 -0.08
C 2.8614 1.5770 -0.4727 -1.993 -1.539 -0.629 -0.10
C 4.8605 0.2088 0.0682 0.016 -1.449 1.324 -0.08
H 1.6838 -4.7764 1.1330 -0.012 0.164 0.182 0.09
H 2.6092 -4.4553 -0.2958 -0.129 -0.104 -0.359 0.07
H 0.8963 -3.8293 -0.1705 1.198 -0.269 0.637 0.11
H 1.6554 -3.3276 2.8489 -0.449 0.526 -0.377 0.11
H 0.4071 -2.3991 1.9406 0.872 -0.105 -0.185 0.05
H 1.7967 -1.5894 2.7800 -0.342 -0.340 -0.590 0.09
H 4.0251 -3.7659 2.0605 -0.173 -0.999 1.002 0.08
H 4.2452 -2.0120 2.1249 -0.391 -0.569 -0.335 0.09
H 4.5701 -3.0061 0.6840 0.334 0.182 -0.342 0.06
H 3.7164 0.2485 -2.8271 0.171 -0.031 0.678 0.07
H 2.0065 -0.0542 -3.0753 0.222 -0.013 -0.327 0.07
H 3.3121 -0.8016 -4.0770 -0.612 -0.414 0.716 0.11
H 4.9609 -1.9877 -1.2742 -0.217 -0.463 -0.476 0.06
H 4.7514 -2.6902 -2.8788 0.142 0.365 -0.864 0.09
H 4.0558 -3.5167 -1.5773 0.075 0.341 0.240 0.08
H 0.9771 -2.1835 -2.8630 -0.313 0.054 -0.541 0.06
H 1.6835 -3.6009 -2.1564 0.484 0.376 -0.271 0.07
H 2.4178 -2.9618 -3.7140 -1.086 0.129 1.058 0.13
H 2.0297 0.7845 1.9560 0.602 -0.142 0.251 0.08
H 3.5506 1.7174 1.9769 -0.033 -0.209 0.297 0.11
H 3.6059 -0.0153 2.4060 0.031 -0.194 0.823 0.06
H 1.9467 1.9819 -0.0534 -0.279 -0.013 0.248 0.05
H 2.5786 1.2510 -1.4809 0.372 0.553 0.152 0.05
H 3.5392 2.3651 -0.4873 1.488 1.361 -0.230 0.08
H 5.1323 -0.6878 0.6428 0.612 0.296 -0.044 0.07
H 5.4672 1.0211 0.4058 0.324 0.734 0.299 0.10
H 5.1092 -0.0154 -0.9357 0.073 0.109 -1.162 0.06
```
Positions in Å, forces in eV/Å.

***

Entry 2:
# C18H31N2O6

A cluster of 4 separate species, C18H31N2O6 in total (ωB97M-V with the def2-TZVPD basis set, the Open Molecules 2025 dataset).

- multiplicity = 1
- E_LUMO (Ha) = -0.15920
- E_HOMO (eV) = -11.5
- ΔE to the lowest compared entry with this formula, charge and spin (kJ/mol) = 323.8
- charge = +1

The geometry in XYZ format:
```
57
Properties=species:S:1:pos:R:3:forces:R:3:lowdin_charge:R:1
C 3.1777 -0.6815 1.3178 -0.681 -0.207 2.096 -0.16
N 2.8418 0.5584 0.5278 -0.529 -0.685 0.024 -0.15
C 1.4067 0.6382 0.0893 0.003 0.976 -0.275 -0.19
C 0.2950 -0.0245 1.0761 -3.259 2.089 -0.778 -0.22
C -0.8550 1.1510 1.3833 -0.603 -1.184 -1.041 -0.10
C -2.1964 0.2417 1.6529 1.281 -1.583 -1.275 0.11
N -2.0795 -0.9337 0.9433 0.445 3.775 1.099 0.06
C -0.7488 -1.0058 0.2123 2.719 -2.616 1.806 -0.10
H 2.7697 -0.4860 2.4225 1.012 -0.799 -1.970 0.09
H 4.3293 -0.9025 1.4339 -2.412 0.595 -0.514 0.09
H 2.5988 -1.6608 0.9594 1.447 2.282 0.340 0.12
H 3.1924 1.4365 0.9807 -0.733 -1.454 -0.486 0.12
H 1.1447 1.8000 -0.0011 0.608 -2.565 0.102 0.14
H 1.2482 0.1853 -0.9976 0.529 0.780 2.288 0.14
H 0.5514 -0.3570 2.1656 -0.020 -0.085 -2.492 0.15
H -1.1180 1.6391 0.3264 0.576 -0.646 2.298 0.15
H -0.5077 1.9401 2.1752 -1.205 -1.595 -1.450 0.14
H -3.0963 0.5532 2.3354 1.303 -0.956 -1.343 0.13
H -2.7463 -1.7477 0.8486 0.647 1.656 0.493 0.19
H -0.3713 -2.0882 0.4869 -0.787 1.854 -1.046 0.15
H -0.7167 -0.9106 -0.9541 -0.527 0.325 2.303 0.14
O 0.3889 -1.5775 -3.9250 -1.835 1.101 0.068 0.10
C -0.7620 -1.2452 -4.1556 2.085 -0.981 0.363 -0.47
O -1.3495 -0.1141 -3.6658 0.728 -0.297 0.155 0.00
C -2.7250 -0.0993 -4.0447 -0.700 0.473 0.006 -0.17
C -2.8166 -1.0035 -5.2459 -0.652 -0.074 -0.684 -0.16
C -1.7464 -2.0291 -4.9695 -0.191 0.051 -0.497 -0.08
H -3.3231 -0.4642 -3.2031 0.016 0.010 -0.027 0.12
H -3.0316 0.9241 -4.2800 0.208 -0.112 0.221 0.13
H -3.8112 -1.4354 -5.3848 0.119 0.148 0.045 0.13
H -2.5617 -0.4422 -6.1531 -0.095 -0.071 0.172 0.13
H -2.1252 -2.8607 -4.3688 0.172 -0.044 -0.079 0.14
H -1.2921 -2.3938 -5.8937 0.090 -0.200 0.394 0.14
O -4.8360 1.0342 3.2010 -0.453 1.107 -0.324 0.06
C -5.0918 2.2142 3.3759 -0.032 -0.806 -0.543 -0.44
O -6.0987 2.8855 2.7438 0.809 -1.328 0.367 0.04
C -6.0390 4.2652 3.1024 -0.382 0.912 -0.097 -0.16
C -5.2835 4.3052 4.4049 0.018 0.657 0.666 -0.16
C -4.3297 3.1454 4.2693 -0.096 0.141 0.516 -0.09
H -5.5230 4.8112 2.3056 -0.064 -0.085 0.032 0.13
H -7.0525 4.6634 3.2062 0.142 -0.253 -0.211 0.14
H -4.7861 5.2620 4.5849 -0.147 -0.123 -0.065 0.13
H -5.9714 4.1193 5.2387 0.122 0.071 -0.152 0.13
H -3.4011 3.4382 3.7715 0.033 -0.128 0.053 0.13
H -4.1216 2.6819 5.2364 0.233 -0.122 -0.334 0.14
O 6.6358 -5.0748 -0.9483 -0.824 2.050 0.108 0.11
C 6.4736 -3.8662 -0.9132 0.427 -2.425 -0.344 -0.46
O 5.2615 -3.2485 -1.0291 0.287 -0.633 0.165 0.03
C 5.4567 -1.8353 -1.0545 -0.430 0.624 -0.188 -0.18
C 6.7955 -1.6069 -0.4033 0.368 0.776 0.318 -0.17
C 7.5644 -2.8464 -0.7852 0.235 0.323 0.391 -0.08
H 5.4384 -1.4989 -2.0965 -0.005 -0.033 0.073 0.13
H 4.6477 -1.3415 -0.5083 0.084 -0.281 -0.386 0.07
H 7.2764 -0.6782 -0.7219 -0.148 -0.088 0.050 0.12
H 6.6766 -1.5698 0.6864 0.018 0.031 -0.123 0.11
H 8.0637 -2.7339 -1.7516 0.039 -0.144 0.106 0.14
H 8.2799 -3.1296 -0.0098 0.006 -0.204 -0.395 0.13
```
Positions in Å, forces in eV/Å.

***

Entry 3:
# C5H8ClF2N

A cluster of 2 separate species, C5H8ClF2N in total (ωB97M-V with the def2-TZVPD basis set, the Open Molecules 2025 dataset).

- SMILES = [H]/N=C/C(F)(F)Cl.C=CC
- multiplicity = 1
- E_LUMO (Ha) = 0.01573
- E_HOMO (eV) = -10.0
- ΔE to the lowest compared entry with this formula, charge and spin (kJ/mol) = 69.3
- charge = 0

The geometry in XYZ format:
```
17
Properties=species:S:1:pos:R:3:forces:R:3:lowdin_charge:R:1
H -1.6521 2.4644 1.8003 0.432 -0.439 -0.098 0.07
N -2.3249 1.7722 1.4762 -0.679 0.556 -0.720 0.15
C -2.1070 1.3053 0.3289 -0.185 -0.993 0.543 -0.23
C -3.0610 0.2930 -0.2894 -3.955 -0.175 2.798 -0.86
F -4.4304 0.3226 0.3036 3.016 0.100 -0.417 -0.07
F -3.3733 0.5050 -1.5353 1.010 -0.018 -1.369 0.09
Cl -2.4385 -1.3155 0.0805 -0.003 0.088 -0.525 0.73
H -1.1843 1.2536 -0.2392 0.344 0.868 -0.205 0.09
C 1.4353 0.3246 -0.1921 -1.255 -1.693 1.764 -0.06
C 2.4200 -0.3882 -0.6807 1.291 0.992 0.560 -0.25
C 2.8162 -1.6732 -0.0046 0.961 0.174 -1.217 -0.12
H 1.0694 1.1772 -0.7069 -0.310 0.885 0.151 0.03
H 0.9645 -0.1720 0.7271 -0.034 1.367 -1.423 0.09
H 3.0502 0.1659 -1.4142 -0.356 -1.308 0.038 0.11
H 2.5020 -2.4515 -0.6929 -0.023 -0.553 0.177 0.07
H 2.4088 -1.8467 0.9906 -0.249 0.269 -0.177 0.07
H 3.9051 -1.7368 0.0482 -0.005 -0.119 0.119 0.07
```
Positions in Å, forces in eV/Å.

***

Entry 4:
# C11H12NO2

A cluster of 2 separate species, C11H12NO2 in total (ωB97M-V with the def2-TZVPD basis set, the Open Molecules 2025 dataset).

- multiplicity = 2
- E_LUMO (alpha / beta) (Ha) = 0.21511 / 0.21136
- E_HOMO (alpha / beta) (eV) = 3.3 / -1.0
- ΔE to the lowest compared entry with this formula, charge and spin (kJ/mol) = 163.0
- charge = -2
- ⟨S²⟩ = 0.77

The geometry in XYZ format:
```
26
Properties=species:S:1:pos:R:3:forces:R:3:lowdin_charge:R:1
C -0.9498 -2.7933 1.3645 1.786 -1.290 0.127 -0.04
C -0.0072 -3.9181 1.9913 -1.044 2.727 -2.016 -0.81
O 0.4231 -4.7042 1.1400 0.720 -1.547 -0.013 -0.12
O 0.1996 -3.7384 3.1908 0.581 -0.906 1.428 -0.10
H -0.5612 -2.1084 0.6576 1.281 0.310 -1.024 0.03
H -1.2240 -2.1777 2.1234 -1.270 1.721 2.466 0.01
H -1.7697 -3.1999 0.8891 -2.033 -1.199 -0.909 0.02
C -0.4354 1.8711 -3.1581 0.727 1.572 -0.516 -0.12
C 0.8064 0.4111 0.0306 0.016 1.507 0.436 -0.21
C 0.0943 1.4956 -0.6274 2.334 -2.919 -4.205 -0.18
C 0.3931 1.3441 -2.0722 -0.218 -1.395 3.231 -0.28
C 1.1908 0.1897 -2.1649 0.857 -1.150 -1.899 -0.25
C 0.2194 1.2642 2.1685 -3.623 4.962 -1.200 -0.16
C 0.9327 0.4073 1.4597 2.438 -3.633 -3.687 -0.13
C -0.5476 2.2795 1.4295 0.562 -1.778 1.170 -0.15
C -0.7042 2.3748 0.0390 -0.092 1.010 2.505 -0.13
N 1.4383 -0.3975 -0.9193 -1.059 1.214 1.704 0.04
H 0.0403 1.2773 3.2024 0.326 -0.193 1.330 0.05
H 1.5837 -0.3883 1.7966 -0.201 -0.082 0.785 0.09
H -1.1401 2.9590 1.9689 -0.693 0.765 1.192 0.04
H -1.3250 3.1828 -0.3410 0.249 -0.258 -0.415 0.07
H 1.9523 -1.2458 -0.6230 -0.554 1.096 -0.879 0.14
H 1.3266 -0.4602 -3.0608 -0.206 0.769 0.804 0.06
H -0.0827 2.7798 -3.6930 0.267 0.070 0.459 0.05
H -1.4362 2.1357 -2.8573 -0.596 -0.262 0.237 0.05
H -0.4173 1.1599 -3.9349 -0.556 -1.114 -1.111 0.04
```
Positions in Å, forces in eV/Å.

***

Entry 5:
# CHN3O3

A cluster of 2 separate species, CHN3O3 in total (ωB97M-V with the def2-TZVPD basis set, the Open Molecules 2025 dataset).

- multiplicity = 1
- E_LUMO (Ha) = -0.11117
- E_HOMO (eV) = -11.9
- ΔE to the lowest compared entry with this formula, charge and spin (kJ/mol) = 510.0
- charge = 0

The geometry in XYZ format:
```
8
Properties=species:S:1:pos:R:3:forces:R:3:lowdin_charge:R:1
C -1.5806 -0.0842 0.7380 8.343 3.926 -1.879 -0.10
N -2.5987 -0.5112 0.8421 -5.603 -2.389 0.728 0.05
N 0.2182 0.8597 0.1928 -3.282 0.185 -1.581 0.10
N 0.9908 -0.3979 0.3696 -0.621 -1.296 -1.426 -0.44
O 1.0861 -0.7255 1.5039 0.650 0.076 -0.138 0.14
O 1.3208 -0.9457 -0.6658 0.349 0.343 0.947 0.09
O 0.1295 1.2548 -1.1221 0.919 -1.955 0.594 -0.03
H 0.4339 0.5498 -1.8585 -0.755 1.110 2.755 0.19
```
Positions in Å, forces in eV/Å.

***

Entry 6:
# C8H34N14O9

A cluster of 9 separate species, C8H34N14O9 in total (ωB97M-V with the def2-TZVPD basis set, the Open Molecules 2025 dataset).

- SMILES = NC(N)=O.NC(N)=O.NC(N)=O.NC(N)=O.NC(N)=O.NC(N)=O.NC(N)=O.CO.O
- multiplicity = 1
- E_LUMO (Ha) = 0.01421
- E_HOMO (eV) = -9.1
- charge = 0

The geometry in XYZ format:
```
65
Properties=species:S:1:pos:R:3:forces:R:3:lowdin_charge:R:1
N 3.0041 -3.7792 1.6588 1.503 -2.572 -0.683 0.16
C 2.7130 -2.9624 2.6426 -2.234 3.860 0.984 -0.68
N 1.5401 -2.2673 2.3484 0.624 0.840 2.061 0.16
O 3.3747 -2.7245 3.6498 -0.344 -0.898 -0.596 0.02
H 2.7686 -3.6103 0.7139 -0.334 0.281 -0.538 0.09
H 3.8339 -4.2817 1.8444 0.891 -0.617 -0.283 0.10
H 0.9765 -2.3124 1.5422 -0.265 -0.857 -0.968 0.03
H 1.3299 -1.4360 2.8902 0.269 -0.224 0.168 0.05
N 3.6823 3.7024 1.5649 -0.539 0.520 0.130 0.14
C 2.3422 3.6561 1.1673 0.989 -1.031 -1.714 -0.58
N 1.6989 2.5065 1.5237 -0.471 1.429 -0.183 0.17
O 1.8776 4.4555 0.3069 0.687 -0.611 2.034 -0.05
H 4.2477 4.5324 1.5098 -0.516 0.170 -0.381 0.09
H 4.1443 2.9585 2.0539 -0.473 -0.276 0.106 0.09
H 0.7378 2.3912 1.1662 0.844 -0.188 0.064 0.07
H 1.9977 1.8740 2.2464 0.057 0.095 0.144 0.07
N -2.1747 -2.5824 -3.0100 0.321 0.265 -0.454 0.14
C -1.4410 -1.4371 -3.3224 2.192 -0.699 0.158 -0.56
N -0.6335 -1.5109 -4.5199 -1.859 0.632 3.671 0.15
O -1.3000 -0.5065 -2.5183 -0.871 -0.835 -1.526 0.00
H -1.8684 -3.4727 -3.4263 -0.314 0.875 0.437 0.11
H -2.4505 -2.6183 -2.0273 0.296 -0.076 -0.479 0.09
H -0.8004 -2.1636 -5.2300 -0.377 -0.612 -0.992 0.06
H -0.2396 -0.6190 -4.6885 0.594 0.623 -0.586 0.06
N -0.6795 4.0901 -0.6520 1.306 -2.793 0.878 0.16
C -0.9817 2.7050 -0.7329 -0.660 0.257 1.344 -0.53
N -2.2134 2.3840 -1.3388 1.454 0.911 0.147 0.13
O -0.3268 1.7799 -0.1865 -0.667 2.269 -1.177 -0.03
H -1.1950 4.8937 -0.9211 -1.030 -0.161 -0.547 0.08
H 0.1891 4.3417 -0.1354 -0.268 -0.512 -0.504 0.05
H -2.3543 3.0948 -2.0477 -0.649 -0.613 -0.351 0.10
H -2.2371 1.3996 -1.6194 0.213 0.426 -0.284 0.07
N -0.0630 1.6140 4.9657 -0.402 -1.472 -2.494 0.13
C -0.1762 0.8794 3.7432 1.694 -0.618 1.174 -0.52
N -1.4694 0.6227 3.3018 1.962 0.343 0.112 0.17
O 0.9142 0.4378 3.2343 -3.415 1.216 0.780 -0.07
H -0.8445 2.1185 5.3378 0.178 0.098 0.187 0.08
H 0.8649 1.6262 5.3596 -0.328 0.212 0.024 0.10
H -2.2371 0.7348 3.9523 0.255 -0.046 -0.446 0.10
H -1.6066 0.1736 2.3898 -0.101 0.228 0.539 0.08
N 2.4757 2.5141 -2.1127 -0.726 -0.718 -0.537 0.17
C 2.4606 1.9743 -3.3755 0.557 -0.508 -2.187 -0.61
N 2.0526 0.6210 -3.5254 -0.063 1.888 0.474 0.13
O 2.8258 2.5172 -4.4409 -0.415 0.042 2.256 -0.02
H 1.7031 2.2144 -1.5063 0.627 0.232 -0.100 0.08
H 2.7299 3.4860 -2.0737 -0.205 0.149 0.089 0.10
H 2.4264 0.3956 -4.4286 0.016 -0.759 -0.090 0.08
H 2.2318 0.0084 -2.7550 0.028 -0.401 0.222 0.08
N -4.5991 -1.7657 0.4254 0.601 0.382 -0.286 0.12
C -3.9034 -0.5584 0.1802 -0.597 -2.245 -0.091 -0.65
N -4.5780 0.3463 -0.5724 1.555 0.482 1.152 0.17
O -2.7632 -0.3988 0.6149 -1.046 0.331 -0.036 0.01
H -5.4407 -2.0492 -0.1205 1.412 0.343 0.811 0.11
H -3.9383 -2.4581 0.8007 -0.921 0.178 -0.450 0.10
H -4.0346 1.1907 -0.5691 -0.432 0.659 -0.688 0.07
H -5.3722 0.1799 -1.1379 -0.456 -0.092 -0.217 0.09
C -0.0803 -4.7693 0.0202 -1.157 -2.366 2.457 -0.18
O -0.7632 -3.4975 0.1150 3.495 0.812 -2.409 -0.16
H -0.6522 -5.1882 0.8787 1.129 -0.907 -0.303 0.08
H -0.2900 -5.5005 -0.7806 -0.495 1.104 -0.609 0.06
H 1.0329 -4.9858 0.1994 -1.362 1.595 0.088 0.08
H -0.0709 -2.8715 -0.2798 -1.853 -0.117 0.672 0.06
O 0.6667 -0.9943 -0.3065 2.780 -2.052 0.911 -0.03
H -0.0546 -0.4759 -0.5101 -2.828 2.031 -1.049 -0.05
H 0.9903 -0.6232 0.5232 0.145 0.100 -0.035 0.04
```
Positions in Å, forces in eV/Å.

***

no.,total energy (eV)
1,-178646.0509
2,-34424.3480
3,-24759.9275
4,-17183.4210
5,-11656.5480
6,-48142.2351